(1)
{"formula": "C31H79N5O11", "method": "ωB97M-V/def2-TZVPD", "orbital_gap_ev": 8.801, "smiles": "COCCNCCOC.COCCNCCOC.COCCNCCOC.COCCNCCOC.COCCNCCOC.CO", "total_energy_ha": -2329.6622, "homo_energy_ha": -0.3036, "symbols": ["C", "O", "H", "H", "H", "H", "C", "O", "C", "C", "N", "C", "C", "O", "C", "H", "H", "H", "H", "H", "H", "H", "H", "H", "H", "H", "H", "H", "H", "H", "C", "O", "C", "C", "N", "C", "C", "O", "C", "H", "H", "H", "H", "H", "H", "H", "H", "H", "H", "H", "H", "H", "H", "H", "C", "O", "C", "C", "N", "C", "C", "O", "C", "H", "H", "H", "H", "H", "H", "H", "H", "H", "H", "H", "H", "H", "H", "H", "C", "O", "C", "C", "N", "C", "C", "O", "C", "H", "H", "H", "H", "H", "H", "H", "H", "H", "H", "H", "H", "H", "H", "H", "C", "O", "C", "C", "N", "C", "C", "O", "C", "H", "H", "H", "H", "H", "H", "H", "H", "H", "H", "H", "H", "H", "H", "H"], "positions_angstrom": [[0.76, -0.44, 0.12], [-0.40, -0.39, 0.90], [0.79, 0.22, -0.76], [1.59, -0.08, 0.74], [0.97, -1.45, -0.23], [-1.16, -0.64, 0.37], [3.77, -6.81, 1.96], [3.66, -5.85, 0.96], [3.62, -6.39, -0.35], [4.40, -5.50, -1.29], [3.83, -4.18, -1.38], [4.50, -3.31, -2.33], [3.90, -1.93, -2.29], [4.21, -1.32, -1.06], [3.96, 0.06, -1.09], [3.89, -6.31, 2.93], [4.62, -7.48, 1.84], [2.88, -7.45, 2.06], [2.57, -6.53, -0.62], [4.10, -7.38, -0.35], [4.39, -6.00, -2.26], [5.45, -5.48, -0.94], [3.69, -3.74, -0.49], [4.40, -3.75, -3.32], [5.58, -3.21, -2.11], [2.80, -2.01, -2.37], [4.29, -1.33, -3.12], [4.70, 0.63, -1.68], [4.09, 0.44, -0.07], [2.98, 0.32, -1.49], [4.22, 4.57, 2.74], [3.17, 4.09, 1.91], [3.43, 4.29, 0.55], [2.33, 3.60, -0.24], [2.59, 3.69, -1.67], [1.65, 2.88, -2.43], [2.16, 2.65, -3.82], [3.19, 1.69, -3.78], [4.14, 1.80, -4.81], [4.00, 4.29, 3.76], [4.34, 5.65, 2.61], [5.16, 4.09, 2.44], [4.39, 3.83, 0.28], [3.49, 5.34, 0.23], [1.35, 4.02, 0.00], [2.28, 2.55, 0.11], [3.53, 3.31, -1.78], [0.70, 3.40, -2.53], [1.52, 1.92, -1.91], [2.51, 3.60, -4.23], [1.34, 2.35, -4.50], [4.49, 2.83, -4.92], [3.76, 1.46, -5.78], [4.98, 1.16, -4.55], [-2.45, -0.50, -6.92], [-2.99, -1.08, -5.75], [-3.63, -2.31, -6.02], [-4.14, -2.82, -4.69], [-3.03, -3.21, -3.77], [-2.46, -4.50, -4.13], [-1.32, -4.90, -3.21], [-0.47, -3.82, -2.93], [0.29, -3.99, -1.75], [-3.26, -0.11, -7.55], [-1.86, -1.21, -7.50], [-1.81, 0.33, -6.62], [-2.91, -2.99, -6.49], [-4.47, -2.16, -6.72], [-4.81, -3.67, -4.79], [-4.65, -2.00, -4.19], [-2.37, -2.47, -3.96], [-2.29, -4.69, -5.19], [-3.25, -5.22, -3.84], [-0.74, -5.71, -3.69], [-1.71, -5.35, -2.29], [1.11, -3.28, -1.75], [0.72, -5.00, -1.71], [-0.32, -3.83, -0.85], [-2.26, 6.63, 4.82], [-1.90, 5.29, 5.03], [-1.60, 5.03, 6.39], [-0.89, 3.70, 6.50], [0.19, 3.61, 5.52], [0.77, 2.27, 5.46], [1.85, 2.24, 4.40], [2.22, 0.91, 4.17], [3.28, 0.79, 3.28], [-3.03, 6.93, 5.55], [-2.56, 6.80, 3.79], [-1.43, 7.32, 5.04], [-2.54, 5.01, 6.97], [-0.98, 5.85, 6.78], [-1.59, 2.86, 6.47], [-0.39, 3.74, 7.48], [-0.20, 4.02, 4.67], [-0.01, 1.53, 5.25], [1.16, 2.09, 6.46], [2.72, 2.81, 4.76], [1.54, 2.80, 3.50], [3.59, -0.25, 3.20], [4.17, 1.33, 3.63], [2.97, 1.06, 2.26], [-2.81, -1.93, -0.71], [-3.28, -1.29, 0.45], [-3.80, -0.02, 0.17], [-4.04, 0.74, 1.45], [-4.94, 0.00, 2.39], [-6.38, 0.13, 2.05], [-6.87, 1.52, 1.76], [-6.76, 2.44, 2.83], [-7.51, 2.13, 3.96], [-1.99, -1.38, -1.19], [-3.58, -1.96, -1.49], [-2.51, -2.95, -0.50], [-4.73, -0.09, -0.43], [-3.16, 0.58, -0.50], [-4.44, 1.73, 1.31], [-3.11, 0.79, 2.01], [-4.81, -0.98, 2.16], [-6.98, -0.25, 2.88], [-6.67, -0.50, 1.19], [-7.93, 1.51, 1.43], [-6.34, 1.96, 0.91], [-8.58, 2.19, 3.72], [-7.28, 2.86, 4.73], [-7.31, 1.13, 4.36]], "mulliken_charge": [0.053, -0.557, 0.029, 0.066, 0.167, 0.195, -0.818, -0.249, -0.483, -0.839, 0.096, -1.051, 0.221, -0.428, -0.475, 0.239, 0.322, 0.311, 0.199, 0.456, 0.350, 0.352, 0.245, 0.386, 0.319, -0.062, 0.269, 0.358, 0.253, 0.126, -0.830, -0.033, -0.853, 0.115, -0.460, 0.357, -0.904, -0.131, -0.930, 0.182, 0.344, 0.348, 0.330, 0.361, 0.338, -0.218, 0.329, 0.458, -0.593, 0.438, 0.398, 0.377, 0.317, 0.255, -0.743, -0.272, -0.432, -0.926, -0.032, -0.774, -0.566, -0.298, 0.062, 0.290, 0.310, 0.202, 0.335, 0.465, 0.456, 0.258, 0.234, 0.419, 0.251, 0.336, 0.409, -0.576, 0.351, 0.210, -0.773, -0.281, -0.574, -0.689, -0.247, -0.702, 0.032, -0.364, -0.389, 0.297, 0.232, 0.322, 0.383, 0.381, 0.356, 0.285, 0.286, 0.368, 0.234, 0.006, 0.197, 0.288, 0.373, -0.084, -0.769, -0.503, -0.177, -0.849, -0.384, -0.648, -0.620, -0.292, -0.721, 0.385, 0.300, 0.255, 0.392, 0.414, 0.379, 0.291, 0.230, 0.486, 0.344, 0.380, 0.333, 0.286, 0.247, 0.293]}



(2)
{"formula": "C4H14N2O2", "method": "ωB97M-V/def2-TZVPD", "orbital_gap_ev": 10.009, "smiles": "NC[C@H](N)CCO.O", "total_energy_ha": -420.7655, "homo_energy_ha": -0.3460, "symbols": ["N", "C", "C", "C", "O", "C", "N", "H", "H", "H", "H", "H", "H", "H", "H", "H", "H", "H", "H", "H", "H", "O"], "positions_angstrom": [[1.61, -1.00, -0.54], [0.45, -0.18, -0.23], [0.19, -0.11, 1.28], [1.35, 0.59, 2.02], [1.95, -0.35, 2.97], [-0.86, -0.66, -0.91], [-0.72, -0.50, -2.36], [1.75, -0.91, -1.55], [1.45, -2.01, -0.46], [2.25, -1.10, 2.44], [0.73, 0.81, -0.62], [0.01, -1.09, 1.71], [-0.69, 0.52, 1.43], [2.15, 0.90, 1.34], [1.10, 1.41, 2.69], [-1.69, -0.15, -0.42], [-1.03, -1.68, -0.57], [-1.30, -1.14, -2.88], [-0.97, 0.46, -2.60], [-1.89, 1.60, -0.85], [-3.28, 2.30, -1.26], [-2.54, 2.30, -0.65]], "mulliken_charge": [-0.678, 0.393, -0.722, -0.489, -0.577, -1.133, -0.561, 0.300, 0.269, 0.330, 0.324, 0.407, 0.285, 0.244, 0.344, 0.317, 0.493, 0.199, 0.249, 0.346, 0.325, -0.667]}



(3)
{"formula": "C43H38AsN3OPdS", "method": "ωB97M-V/def2-TZVPD", "orbital_gap_ev": 7.290, "total_energy_ha": -4662.7240, "homo_energy_ha": -0.2586, "symbols": ["Pd", "C", "C", "C", "C", "C", "C", "C", "C", "C", "C", "C", "C", "C", "C", "C", "N", "H", "H", "H", "H", "H", "H", "H", "H", "H", "H", "S", "C", "N", "C", "C", "C", "N", "H", "H", "H", "H", "H", "H", "H", "H", "C", "C", "C", "C", "C", "C", "H", "H", "H", "H", "H", "O", "As", "C", "C", "C", "C", "C", "C", "C", "C", "C", "C", "C", "C", "C", "C", "C", "C", "C", "C", "H", "H", "H", "H", "H", "H", "H", "H", "H", "H", "H", "H", "H", "H", "H"], "positions_angstrom": [[0.45, -0.19, 0.52], [-1.55, 2.03, 3.55], [-1.05, 1.51, 4.73], [-0.06, 0.54, 4.69], [0.44, 0.07, 3.48], [-0.05, 0.60, 2.27], [-1.04, 1.58, 2.33], [1.47, -1.02, 3.47], [1.75, -1.79, 4.63], [2.66, -2.80, 4.57], [3.33, -3.08, 3.35], [4.28, -4.12, 3.19], [4.88, -4.32, 1.98], [4.55, -3.49, 0.87], [3.64, -2.49, 1.01], [3.00, -2.26, 2.25], [2.08, -1.27, 2.33], [-2.31, 2.79, 3.56], [-1.42, 1.86, 5.69], [0.33, 0.16, 5.63], [-1.41, 2.03, 1.42], [1.24, -1.60, 5.56], [2.87, -3.41, 5.44], [4.53, -4.75, 4.03], [5.60, -5.12, 1.86], [5.04, -3.66, -0.08], [3.38, -1.85, 0.17], [-3.52, -2.63, -0.82], [-3.38, -1.11, -1.56], [-3.29, 0.01, -0.83], [-3.15, 1.34, -1.38], [-2.47, 1.26, -2.74], [-3.20, 0.26, -3.61], [-3.37, -0.99, -2.89], [-3.26, -0.13, 0.17], [-2.56, 1.94, -0.68], [-4.13, 1.82, -1.48], [-1.44, 0.92, -2.59], [-2.46, 2.24, -3.21], [-2.64, 0.06, -4.52], [-4.18, 0.66, -3.90], [-3.40, -1.86, -3.40], [2.72, 3.81, -0.68], [3.32, 2.88, 0.15], [2.61, 1.77, 0.59], [1.29, 1.56, 0.18], [0.70, 2.51, -0.65], [1.41, 3.63, -1.08], [3.28, 4.68, -1.02], [4.34, 3.02, 0.48], [3.08, 1.05, 1.25], [-0.32, 2.38, -0.98], [0.93, 4.35, -1.73], [-0.25, -0.69, -1.66], [0.31, -2.21, -2.01], [-0.56, -3.18, -3.41], [-0.39, -2.75, -4.72], [-1.06, -3.41, -5.74], [-1.88, -4.50, -5.45], [-2.04, -4.92, -4.14], [-1.38, -4.26, -3.11], [2.16, -2.05, -2.52], [2.77, -0.82, -2.28], [4.13, -0.67, -2.54], [4.86, -1.74, -3.06], [4.23, -2.95, -3.32], [2.88, -3.11, -3.06], [0.29, -3.24, -0.38], [-0.44, -2.73, 0.68], [-0.38, -3.35, 1.92], [0.40, -4.48, 2.09], [1.12, -5.00, 1.03], [1.07, -4.38, -0.21], [0.25, -1.91, -4.94], [-0.94, -3.09, -6.77], [-2.40, -5.01, -6.25], [-2.69, -5.76, -3.91], [-1.53, -4.56, -2.08], [2.20, 0.00, -1.88], [4.61, 0.27, -2.34], [5.91, -1.62, -3.26], [4.80, -3.78, -3.74], [2.39, -4.05, -3.28], [-1.11, -1.88, 0.54], [-0.95, -2.94, 2.75], [0.46, -4.95, 3.06], [1.75, -5.87, 1.17], [1.66, -4.77, -1.03]], "mulliken_charge": [0.269, -0.913, -0.855, -0.951, 1.622, -0.537, 0.438, 0.820, -1.103, -1.381, 1.110, -0.750, -0.820, -0.260, -0.201, -0.680, 0.802, 0.438, 0.385, 0.350, 0.371, 0.370, 0.402, 0.421, 0.400, 0.504, 0.228, -0.440, 0.140, -0.054, -0.539, -0.078, -0.872, -0.080, 0.273, 0.200, 0.384, -0.431, 0.681, 0.423, 0.328, 0.199, -0.611, -0.828, -0.259, 0.006, -0.134, -0.658, 0.381, 0.438, 0.376, 0.174, 0.414, 0.234, 1.472, 0.340, -0.501, -0.732, -0.470, -0.738, -0.400, 0.254, -0.970, -0.449, -0.616, -0.787, -0.566, 1.188, -0.889, -1.018, -0.613, -0.670, -0.419, 0.461, 0.408, 0.399, 0.408, 0.428, 0.523, 0.485, 0.393, 0.419, 0.451, 0.459, 0.429, 0.395, 0.454, 0.325]}



(4)
{"formula": "C4H8O2", "method": "ωB97M-V/def2-TZVPD", "orbital_gap_ev": 10.808, "smiles": "C[C@H]1OC[C@@H]1O", "total_energy_ha": -307.6158, "homo_energy_ha": -0.3630, "symbols": ["C", "C", "C", "C", "H", "H", "H", "H", "H", "H", "H", "H", "O", "O"], "positions_angstrom": [[0.06, 1.85, 0.17], [-0.19, 0.51, -0.39], [0.87, -1.31, -0.36], [-0.26, -0.73, 0.52], [1.10, 1.92, 0.65], [-0.76, 2.11, 1.01], [-0.11, 2.60, -0.72], [-0.99, 0.57, -1.17], [1.78, -1.59, 0.26], [0.54, -2.15, -1.03], [0.10, -0.48, 1.54], [-1.62, -1.84, -0.18], [1.00, -0.09, -1.04], [-1.52, -1.36, 0.75]], "mulliken_charge": [-1.159, 0.428, -0.361, -0.170, 0.265, 0.277, 0.295, 0.215, 0.220, 0.259, 0.296, 0.360, -0.404, -0.522]}



(5)
{"formula": "C4H9N3", "method": "ωB97M-V/def2-TZVPD", "orbital_gap_ev": 8.742, "total_energy_ha": -321.9160, "homo_energy_ha": -0.2869, "symbols": ["C", "C", "C", "C", "N", "N", "N", "H", "H", "H", "H", "H", "H", "H", "H", "H"], "positions_angstrom": [[0.86, 0.25, 0.40], [-2.34, -0.13, -1.44], [-1.60, 0.32, -0.11], [-0.29, -0.31, -0.02], [2.00, -0.43, 0.47], [3.08, 0.17, 1.35], [3.03, 1.31, 1.69], [0.92, 1.16, 0.78], [-3.07, 0.74, -1.80], [-2.88, -1.02, -1.31], [-1.64, -0.26, -2.15], [-2.22, 0.06, 0.77], [-1.45, 1.40, -0.02], [-0.10, -1.30, -0.46], [1.89, -1.42, 0.28], [3.80, -0.55, 1.57]], "mulliken_charge": [-0.177, -1.225, -0.205, -0.702, -0.269, 0.321, -0.631, 0.656, 0.277, 0.320, 0.443, 0.228, 0.309, 0.153, 0.273, 0.230]}



(6)
{"formula": "C30H23N3O3PPtS2", "method": "ωB97M-V/def2-TZVPD", "orbital_gap_ev": 7.219, "total_energy_ha": -2803.9007, "total_charge": 1, "homo_energy_ha": -0.4049, "symbols": ["Pt", "O", "S", "O", "O", "C", "C", "C", "C", "C", "C", "P", "C", "C", "C", "C", "C", "C", "C", "C", "C", "C", "C", "C", "H", "H", "H", "H", "H", "H", "H", "H", "H", "H", "H", "H", "H", "H", "N", "C", "C", "C", "C", "C", "C", "S", "N", "C", "C", "C", "C", "C", "C", "N", "H", "H", "H", "H", "H", "H", "H", "H", "H"], "positions_angstrom": [[-1.32, 1.35, -0.83], [-1.07, 2.83, 1.79], [-0.84, 3.86, 0.79], [-1.35, 5.17, 1.03], [-1.30, 3.34, -0.57], [0.91, 3.94, 0.55], [1.55, 5.16, 0.68], [2.93, 5.22, 0.59], [3.66, 4.06, 0.37], [3.01, 2.85, 0.19], [1.62, 2.77, 0.26], [0.81, 1.18, -0.10], [1.86, 0.46, -1.39], [2.09, -0.91, -1.47], [2.81, -1.44, -2.53], [3.26, -0.62, -3.55], [3.00, 0.75, -3.50], [2.31, 1.28, -2.43], [0.99, 0.13, 1.36], [-0.05, 0.05, 2.29], [0.12, -0.68, 3.45], [1.32, -1.33, 3.70], [2.36, -1.25, 2.79], [2.20, -0.52, 1.62], [0.96, 6.04, 0.88], [3.44, 6.16, 0.70], [4.74, 4.09, 0.32], [3.59, 1.96, -0.03], [1.72, -1.58, -0.70], [3.01, -2.51, -2.56], [3.83, -1.03, -4.37], [3.34, 1.40, -4.29], [2.11, 2.35, -2.40], [-0.97, 0.58, 2.10], [-0.68, -0.73, 4.17], [1.45, -1.89, 4.62], [3.30, -1.74, 2.98], [3.02, -0.45, 0.92], [-2.79, -2.54, -0.60], [-1.82, -3.45, -1.08], [-1.84, -4.77, -0.65], [-0.89, -5.66, -1.14], [0.08, -5.23, -2.03], [0.10, -3.90, -2.43], [-0.86, -3.02, -1.97], [-0.95, -1.37, -2.60], [-1.71, -0.59, -1.27], [-2.60, -1.21, -0.55], [-3.46, -0.36, 0.31], [-4.34, -0.87, 1.25], [-5.13, 0.03, 1.97], [-4.99, 1.38, 1.75], [-4.06, 1.81, 0.81], [-3.34, 0.96, 0.10], [-3.55, -2.92, -0.06], [-2.60, -5.11, 0.05], [-0.91, -6.69, -0.81], [0.81, -5.92, -2.41], [0.85, -3.55, -3.13], [-4.41, -1.92, 1.46], [-5.83, -0.34, 2.71], [-5.59, 2.11, 2.28], [-3.89, 2.86, 0.62]], "mulliken_charge": [1.788, -0.525, 1.416, -0.725, -0.643, 0.242, -0.538, -0.649, -0.784, -0.362, -0.095, -0.090, 0.731, -0.538, -0.904, -0.754, -0.809, -0.738, 1.072, -0.312, -0.923, -0.654, -0.846, -0.153, 0.575, 0.414, 0.434, 0.392, 0.671, 0.595, 0.428, 0.443, 0.505, 0.340, 0.474, 0.412, 0.450, 0.424, -0.121, 0.400, -0.744, -0.608, -0.844, -0.569, 0.442, -0.068, -0.325, 1.096, 0.366, -0.555, -0.630, -0.712, -0.250, -0.462, 0.212, 0.387, 0.401, 0.422, 0.572, 0.347, 0.465, 0.446, 0.567]}



(7)
{"formula": "C4H7N3", "method": "ωB97M-V/def2-TZVPD", "orbital_gap_ev": 8.923, "smiles": "[H]/N=C/N1C=CCN1", "total_energy_ha": -320.7122, "homo_energy_ha": -0.2941, "symbols": ["C", "C", "C", "C", "H", "H", "H", "H", "H", "H", "H", "N", "N", "N"], "positions_angstrom": [[-1.68, 0.49, 0.20], [1.70, -0.90, 0.26], [1.88, 0.59, -0.14], [0.63, 1.18, -0.18], [-3.20, -0.30, 0.10], [-2.13, 1.59, 0.70], [0.06, -1.05, -1.16], [2.00, -1.50, -0.55], [1.77, -1.21, 1.51], [2.87, 1.20, -0.24], [0.13, 2.13, -0.28], [-2.27, -0.56, -0.20], [-0.29, 0.30, 0.20], [0.17, -1.03, -0.13]], "mulliken_charge": [0.058, -0.403, -0.422, -0.234, 0.255, 0.224, 0.284, 0.358, 0.247, 0.264, 0.308, -0.539, 0.159, -0.561]}



(8)
{"formula": "C6H10O", "method": "ωB97M-V/def2-TZVPD", "orbital_gap_ev": [7.908, 7.908], "total_energy_ha": -309.6576, "homo_energy_ha": [-0.2718, -0.2718], "symbols": ["C", "C", "O", "C", "C", "C", "C", "H", "H", "H", "H", "H", "H", "H", "H", "H", "H"], "positions_angstrom": [[2.22, 1.08, -0.23], [0.82, 0.64, 0.02], [0.29, 0.64, 1.23], [-0.55, -0.49, 0.92], [-1.97, 0.05, 0.69], [-1.58, 0.22, -0.78], [-0.08, -0.27, -0.62], [2.32, 2.15, -0.01], [2.92, 0.54, 0.41], [2.49, 0.91, -1.27], [1.13, -3.19, 0.65], [0.67, -2.63, 0.85], [-2.19, 0.98, 1.23], [-2.76, -0.68, 0.87], [-2.09, -0.49, -1.43], [-1.66, 1.22, -1.21], [0.29, -0.97, -1.36]], "mulliken_charge": [-1.216, 0.330, -0.283, -0.302, -0.568, -0.665, 0.198, 0.319, 0.299, 0.322, 0.223, -0.225, 0.271, 0.280, 0.270, 0.294, 0.452]}



Sequential energy relative to the best compared isomer or geometry (same formula, charge and spin) output: 0.00 104.04 79.84 253.70 457.77 65.48 449.33 484.99 kJ/mol
Sequential F_max output: 1.81 1.95 1.03 4.27 5.45 1.05 4.10 0.35 eV Å⁻¹